Formula: C51H102Cl6N5O5
Source: the Open Molecules 2025 dataset
Level of theory: ωB97M-V/def2-TZVPD

```
169
Properties=species:S:1:pos:R:3:forces:R:3
C 6.11272 0.26253 -10.35982 1.82 0.41 -1.44
C 5.75211 1.02287 -9.11570 -1.32 -0.86 1.44
C 5.13856 -0.11240 -8.17042 0.08 -0.76 -0.16
C 6.22421 -0.97279 -7.46180 0.49 1.49 0.09
C 7.14522 0.01437 -6.65499 -1.99 -1.22 -0.26
C 7.80010 1.05276 -7.51628 2.96 -1.40 -0.22
N 6.91345 1.72675 -8.43347 0.12 3.86 -3.53
O 7.39680 2.92659 -9.13645 -1.84 -5.15 3.01
C 8.41062 2.01679 -6.53419 0.15 1.76 0.83
C 9.00810 0.31423 -8.26782 -0.56 1.39 -1.42
C 4.66785 2.01754 -9.56125 -0.35 1.00 0.53
H 6.59331 0.95432 -11.05160 -0.40 0.38 -0.34
H 5.23207 -0.17319 -10.83173 0.11 0.04 0.12
H 6.92565 -0.46152 -10.30509 -0.39 -0.51 0.69
H 4.26576 0.08533 -7.54814 0.69 1.40 1.07
H 4.50574 -0.76765 -8.76899 0.68 -0.28 -1.08
H 6.87981 -1.47696 -8.17179 -0.17 0.03 -0.35
H 5.79765 -1.78332 -6.87088 -0.13 0.31 0.29
H 7.95010 -0.51509 -6.14514 -0.17 0.02 0.13
H 6.53342 0.56029 -5.93682 -0.13 -0.26 0.34
H 9.00195 1.62791 -5.70521 0.19 -0.95 -0.45
H 9.03003 2.80520 -6.96180 -0.21 -0.06 -0.36
H 7.61592 2.49558 -5.96207 -0.32 0.35 -0.30
H 9.80946 -0.09260 -7.65104 -0.40 0.06 0.30
H 8.72389 -0.39098 -9.04885 -0.50 -0.61 0.58
H 9.43897 1.05257 -8.94407 0.41 0.49 0.37
H 4.96943 2.58434 -10.44210 0.16 -0.12 0.04
H 4.36461 2.75593 -8.81902 0.67 0.11 0.42
H 3.68015 1.60337 -9.76376 0.31 -0.91 -0.31
C -3.46525 9.16420 4.02470 -0.61 2.20 -0.03
C -2.32518 8.11558 3.82284 -1.32 2.84 3.19
C -2.89451 7.03450 4.66465 1.24 -1.47 2.20
C -2.08032 5.75434 4.56621 -1.91 0.60 -1.06
C -2.38976 5.39033 3.10339 1.78 -0.59 0.40
C -1.78140 6.41201 2.09432 0.59 -1.83 -0.66
N -2.25616 7.79215 2.45988 3.43 2.10 -3.63
O -1.69361 8.87495 1.74316 -1.94 -3.86 1.67
C -0.21200 6.24974 1.99255 -0.06 1.08 1.16
C -2.35196 5.91127 0.74481 0.17 1.13 -0.53
C -0.99367 8.71839 4.50270 -0.45 0.40 -0.21
H -4.50893 8.95323 3.79161 0.13 -1.46 -0.41
H -3.44337 10.11627 3.49443 1.15 0.06 -0.35
H -3.59644 9.48808 5.05717 0.67 -0.28 0.37
H -2.75140 7.27127 5.71896 -0.55 0.95 0.00
H -3.96019 6.89233 4.48512 0.14 -0.33 -0.11
H -2.45174 5.10316 5.35748 0.04 -0.60 -0.44
H -1.02999 5.95449 4.77800 0.08 -0.06 -0.30
H -3.44310 5.33141 2.82935 -0.17 -0.15 0.69
H -1.92145 4.42225 2.92560 -0.14 -0.07 -0.67
H 0.18270 6.75410 1.11054 -0.11 -0.16 -0.01
H 0.30105 6.68287 2.85120 -0.26 0.75 0.08
H 0.23255 5.26306 2.12266 -0.89 -0.60 -0.79
H -2.23492 4.83647 0.60625 -0.06 -0.02 0.45
H -3.39747 6.19533 0.62513 -0.10 -0.16 0.14
H -1.82538 6.34411 -0.10575 0.06 0.29 0.05
H -0.96468 9.78844 4.29719 0.29 -0.11 -0.68
H -0.02789 8.25429 4.30274 -0.25 -0.06 -0.81
H -0.95578 8.75238 5.59151 -0.97 -0.58 0.26
C -1.46685 -0.68557 11.16622 0.01 0.37 -0.74
C -2.37039 -1.28705 10.05241 -0.91 -0.57 1.06
C -3.32948 -0.20354 9.46674 0.05 0.21 0.69
C -2.69191 0.70342 8.46721 -0.18 -0.43 -1.23
C -2.07011 -0.14067 7.39504 1.61 0.21 -0.43
C -0.93085 -1.09418 7.85394 -1.21 -1.54 -1.17
N -1.53229 -1.98318 8.95362 3.02 -2.24 2.12
O -0.65717 -3.08154 9.41377 -3.67 4.66 -1.77
C -0.65238 -1.94160 6.62605 -0.19 -1.40 -1.03
C 0.38782 -0.39791 8.15052 -1.15 1.03 1.11
C -3.36683 -2.26289 10.79431 0.70 -0.91 -0.87
H -2.04167 -0.15630 11.92618 -0.44 -0.50 0.12
H -0.85772 0.13422 10.78541 0.41 -0.29 -0.19
H -0.85592 -1.46712 11.61793 0.06 0.16 -0.07
H -4.26258 -0.65251 9.12638 0.23 -0.24 -0.48
H -3.66355 0.45395 10.26936 0.06 -0.33 0.56
H -1.98917 1.37501 8.96038 0.08 0.11 -0.22
H -3.40628 1.24877 7.85048 -0.38 0.66 0.82
H -1.64768 0.49891 6.62007 0.48 0.27 0.10
H -2.81669 -0.64139 6.77859 -0.30 -0.63 0.61
H 0.20441 -2.61361 6.67501 0.25 0.32 0.39
H -1.44505 -2.62038 6.31140 -0.53 0.05 0.52
H -0.54240 -1.32880 5.73135 0.37 0.41 0.18
H 0.45265 0.46635 7.48952 0.31 -0.26 -0.42
H 0.23866 0.08176 9.11786 0.82 -0.21 0.29
H 1.25789 -1.05031 8.07672 -0.20 0.14 0.26
H -2.89966 -3.16994 11.17782 0.52 0.27 0.26
H -4.11686 -2.69460 10.13160 -0.09 0.39 -0.38
H -3.90586 -1.77980 11.60927 0.27 0.30 -0.09
C -7.04605 -0.16020 -3.13274 -0.28 1.29 0.22
C -7.02843 -1.12701 -1.95598 -0.63 -1.23 -1.04
C -5.96969 -2.20543 -2.33147 0.90 -0.62 0.61
C -5.46989 -3.15980 -1.25175 -1.46 0.25 1.73
C -5.06921 -2.34176 0.01938 -0.04 -0.88 -2.48
C -6.09539 -1.28728 0.46952 1.27 -0.27 -0.97
N -6.60079 -0.49178 -0.73283 -2.53 3.89 2.96
O -7.41013 0.66148 -0.35582 3.24 -4.52 -1.34
C -7.21899 -1.96006 1.25849 0.42 1.03 -0.66
C -5.23701 -0.40659 1.39151 -1.20 -0.04 -0.15
C -8.46319 -1.77049 -1.84265 0.99 -0.76 1.37
H -7.15243 0.87403 -2.80542 0.24 0.00 0.35
H -7.95727 -0.27528 -3.71973 0.39 -0.45 -0.39
H -6.12097 -0.22308 -3.70580 -0.28 -0.05 -0.26
H -6.27512 -2.80474 -3.18917 -0.22 0.36 -0.20
H -5.01558 -1.72974 -2.55838 -0.24 0.71 -0.69
H -4.61970 -3.76066 -1.57465 -0.05 0.11 -0.20
H -6.25271 -3.85137 -0.94028 -0.16 -0.30 -0.17
H -4.15406 -1.87230 -0.34146 0.22 0.46 0.58
H -4.81074 -3.05999 0.79748 -0.11 0.34 0.32
H -6.70636 -2.18106 2.19468 -0.77 -0.47 0.21
H -7.99806 -1.20384 1.35482 -0.13 -0.18 0.48
H -7.62344 -2.81854 0.72228 0.14 -0.13 0.38
H -5.93074 0.30542 1.83862 0.57 0.44 0.16
H -4.83146 -1.07753 2.14879 -0.04 0.15 0.18
H -4.38755 0.01694 0.85566 -0.33 0.37 0.03
H -8.85241 -2.04585 -2.82285 -0.10 0.16 0.23
H -9.16949 -1.27698 -1.17505 -0.02 1.06 -0.75
H -8.37242 -2.66018 -1.21950 0.25 -0.68 -0.49
C 0.61333 -6.63854 -0.81932 0.67 1.69 0.33
C 0.90533 -7.38633 0.49141 -0.08 -2.46 -1.63
C 1.23216 -8.81562 -0.03602 0.32 -0.32 2.12
C 2.65021 -9.04147 -0.60720 -2.62 -0.03 -1.20
C 3.73970 -8.49797 0.23868 0.34 0.04 0.34
C 3.56265 -7.02943 0.73822 0.99 -1.43 0.06
N 2.12660 -6.88672 1.18595 -1.06 4.75 3.47
O 1.86604 -5.72093 2.01718 1.12 -4.41 -3.29
C 4.64003 -6.91145 1.91487 -1.03 1.17 -0.24
C 4.03662 -6.02114 -0.33187 -0.35 -0.28 -0.01
C -0.43792 -7.55436 1.35490 1.64 0.95 -0.13
H 1.34852 -6.73183 -1.61864 0.25 -0.84 0.15
H 0.76483 -5.57996 -0.60822 -0.93 0.40 0.03
H -0.35133 -6.88443 -1.26322 -0.10 0.19 0.37
H 1.16265 -9.46359 0.83770 0.07 -0.25 0.33
H 0.34293 -9.10430 -0.59641 0.52 -0.13 -0.76
H 2.63180 -8.60382 -1.60531 0.44 0.16 -0.18
H 2.73033 -10.11634 -0.76952 0.34 -0.04 0.04
H 4.64423 -8.63563 -0.35375 0.33 0.56 0.15
H 3.91026 -9.14202 1.10136 -0.32 -0.01 0.22
H 4.53386 -7.62881 2.72863 -0.27 -0.01 -0.20
H 5.67000 -6.92862 1.55852 -0.15 -0.68 -0.64
H 4.63529 -5.90061 2.32267 -0.60 0.01 0.31
H 4.19381 -5.07352 0.18332 0.18 0.11 -0.41
H 4.93716 -6.44035 -0.78064 0.46 0.32 0.50
H 3.43690 -5.87900 -1.23089 -0.69 0.03 0.40
H -1.14239 -8.31371 1.01547 0.36 0.03 -0.90
H -0.93481 -6.58473 1.32322 -0.11 -0.10 0.57
H -0.21662 -7.91343 2.35998 0.24 0.62 0.18
Cl -1.70877 2.89411 -4.83212 0.40 1.19 0.98
C -1.93964 1.45023 -5.73611 0.93 -1.62 -1.23
C -0.68226 1.23073 -6.66428 -0.93 0.65 0.61
Cl -0.80520 -0.25734 -7.66105 -0.12 0.49 0.20
H -2.90107 1.58931 -6.23050 0.34 -0.45 -0.42
H -1.96261 0.57518 -5.08660 -0.34 0.20 0.17
H 0.21188 1.13598 -6.04813 -0.20 -0.12 0.07
H -0.54659 2.12715 -7.26937 -0.06 -0.33 -0.38
Cl 3.93135 4.74975 -4.18451 0.74 0.17 -0.09
C 4.48344 5.95386 -5.42675 -1.50 -0.18 -0.03
C 3.28454 6.92954 -5.60032 0.94 0.15 0.56
Cl 1.75672 6.11455 -6.01636 0.26 0.18 -0.33
H 4.69833 5.37113 -6.32249 -0.12 0.17 0.01
H 5.39571 6.45250 -5.09931 -0.26 0.03 0.19
H 3.51126 7.73835 -6.29496 -0.09 -0.36 -0.41
H 3.09925 7.43696 -4.65359 0.04 -0.23 0.08
Cl 1.29162 0.63159 0.98282 -0.23 0.01 -0.20
C 1.40029 0.29206 -0.76629 -0.01 0.06 -0.40
C 2.10816 -1.02106 -0.97914 0.22 0.08 0.00
Cl 2.75023 -1.02121 -2.67833 -0.32 -0.34 0.62
H 1.88306 1.12945 -1.27007 0.01 -0.08 0.26
H 0.42128 0.11193 -1.21036 -0.22 0.71 0.35
H 1.32775 -1.76725 -0.83002 0.54 -0.49 -0.35
H 2.92896 -1.18906 -0.28189 0.01 0.05 -0.28
```
Forces are in eV/Å.

Values from the calculation:
**LUMO energy (alpha / beta)**: 0.018 / -0.346 eV
**⟨S²⟩**: 8.78
**E**: -5414.92835 a.u.
**Kohn-Sham gap (alpha / beta)**: 8.894 / 9.343 eV
**2S+1**: 6